Record 1
91
Properties=species:S:1:pos:R:3:forces:R:3:mulliken_charge:R:1 method="wB97M-V/def2-TZVPD" e_above_lowest_kcal_mol=0.0 homo_energy_ev=-6.0534 charge=-1 e_lumo_ev=1.65
F 2.348 4.600 1.899 0.4 -0.4 0.2 -0.3830
C 1.009 4.243 2.211 -0.8 1.4 0.2 0.6110
C 0.182 5.545 1.831 -0.1 0.0 -0.4 -0.6222
O -0.808 5.230 0.880 0.0 -0.3 -0.4 -0.5573
Al 0.112 4.019 -0.067 0.2 0.5 0.7 0.3760
C -0.811 2.970 -1.582 0.5 0.0 1.0 0.5880
F -1.992 2.429 -1.112 -0.3 -0.1 -0.2 -0.3055
F -1.172 3.851 -2.567 0.1 0.0 -0.5 -0.3211
C -0.098 1.760 -2.237 -1.2 0.4 0.5 0.4576
F -0.205 0.748 -1.353 0.3 -0.4 -0.1 -0.2838
F -0.798 1.377 -3.342 0.3 0.1 -0.3 -0.4298
C 1.407 1.948 -2.528 0.6 0.2 0.1 0.7916
F 1.732 3.217 -2.841 -0.6 0.1 -0.5 -0.2536
F 2.058 1.671 -1.382 0.0 -0.1 0.1 -0.2912
C 2.029 1.020 -3.602 0.3 -0.5 0.3 0.5455
F 1.302 0.880 -4.726 -0.1 0.3 -0.1 -0.2791
F 2.116 -0.207 -3.049 -0.1 -0.1 0.1 -0.3247
C 3.485 1.415 -4.035 0.1 -0.2 -0.2 0.4813
F 4.194 1.983 -3.053 -0.3 0.2 0.2 -0.2981
F 4.110 0.259 -4.338 0.1 -0.1 -0.1 -0.3126
C 3.557 2.293 -5.327 0.3 0.1 0.0 0.6197
F 2.553 3.176 -5.427 -0.1 -0.1 0.2 -0.2901
F 3.499 1.462 -6.387 -0.1 0.0 -0.1 -0.3172
C 4.879 3.099 -5.429 -0.2 0.1 -0.6 0.6405
F 4.851 4.135 -4.581 0.0 -0.2 0.1 -0.2730
F 5.935 2.306 -5.178 -0.1 0.0 0.2 -0.3028
C 5.120 3.701 -6.849 1.1 0.6 0.2 0.6016
F 5.398 2.766 -7.756 -0.5 0.1 0.1 -0.2392
F 6.229 4.469 -6.742 -0.3 -0.2 0.0 -0.2673
F 4.133 4.497 -7.247 0.0 -0.5 -0.1 -0.2319
O 0.591 3.175 1.498 0.0 0.9 -0.6 -0.4405
H 1.014 4.081 3.289 0.0 -0.3 0.1 0.1023
H 0.897 6.245 1.386 0.2 0.0 0.1 0.2244
H -0.254 6.074 2.683 -0.1 -0.4 0.3 0.3185
H 1.398 4.787 -0.618 -0.1 -0.2 -0.4 -0.4213
Br 2.276 1.316 1.962 1.1 -1.4 -1.0 -0.0361
C 2.741 -0.607 1.871 0.2 0.6 -0.1 -0.5658
C 2.459 -1.401 3.116 0.2 -0.2 0.0 -0.7558
Br 3.774 -1.067 4.509 -0.1 -0.1 -0.3 -0.0922
H 3.790 -0.646 1.593 0.0 -0.1 0.0 0.3660
H 2.130 -0.986 1.053 0.0 0.0 0.0 0.3666
H 2.524 -2.469 2.907 0.0 0.0 -0.1 0.3984
H 1.495 -1.180 3.550 -0.1 0.0 0.0 0.3236
Br -1.350 -3.140 -7.087 -0.1 0.0 0.0 -0.1719
C -1.893 -1.425 -6.337 0.2 -0.1 -0.1 -0.2000
C -1.359 -1.228 -4.945 -0.2 0.0 0.1 -0.2593
Br -2.358 -2.266 -3.638 0.0 0.0 0.0 -0.1367
H -2.976 -1.395 -6.379 0.0 0.0 0.1 0.0073
H -1.482 -0.676 -7.010 0.0 0.0 0.0 0.3986
H -1.475 -0.196 -4.638 0.0 0.0 0.0 -0.0106
H -0.317 -1.517 -4.847 0.0 0.0 0.0 0.4672
Br -5.826 -0.779 -6.663 -0.1 -0.1 0.0 -0.1501
C -6.697 -0.091 -5.063 0.2 0.1 -0.1 -0.5903
C -5.983 -0.514 -3.807 -0.1 -0.1 0.2 -0.3849
Br -6.342 -2.373 -3.367 0.1 0.0 0.0 -0.0749
H -7.726 -0.435 -5.098 0.0 0.0 0.0 0.3779
H -6.672 0.991 -5.167 0.0 0.0 0.0 0.3625
H -6.346 0.059 -2.957 0.0 0.0 0.0 0.3602
H -4.904 -0.414 -3.874 0.0 0.0 0.0 0.1296
Br 0.864 1.268 4.475 -1.0 -0.1 1.1 0.0557
C -0.519 0.844 5.794 0.3 0.2 -0.2 -0.6880
C -0.943 2.058 6.578 -0.1 -0.1 0.2 -0.5952
Br 0.379 2.539 7.930 0.0 0.1 0.0 -0.1683
H -0.124 0.054 6.429 -0.1 0.0 0.1 0.2703
H -1.356 0.460 5.214 0.0 0.1 0.0 0.4168
H -1.858 1.863 7.135 0.0 0.0 0.0 0.3838
H -1.082 2.933 5.952 0.1 0.0 0.0 0.3483
Br -7.059 -6.178 -2.585 0.0 0.1 -0.1 -0.1175
C -8.771 -5.336 -2.965 0.1 -0.1 0.2 -0.4065
C -9.565 -6.119 -3.975 -0.1 0.1 -0.2 -0.6064
Br -8.885 -5.859 -5.780 0.0 -0.1 0.0 -0.1277
H -8.557 -4.322 -3.290 0.0 0.0 -0.1 0.1635
H -9.293 -5.307 -2.011 0.0 0.0 0.0 0.3269
H -10.594 -5.768 -4.004 0.0 0.0 0.0 0.3420
H -9.551 -7.187 -3.785 0.0 0.0 0.0 0.3813
Br 4.560 1.308 6.756 0.0 0.2 0.3 -0.1163
C 4.300 0.723 8.592 0.2 0.2 -0.2 -0.4589
C 4.326 -0.779 8.707 -0.2 -0.1 0.2 -0.6771
Br 2.665 -1.581 8.082 0.0 0.0 0.0 -0.1018
H 3.364 1.154 8.932 0.0 -0.1 0.0 0.2382
H 5.125 1.160 9.152 0.0 -0.1 0.1 0.3427
H 4.413 -1.081 9.748 0.0 0.0 0.0 0.3772
H 5.129 -1.230 8.132 0.0 0.1 -0.1 0.3780
Br 2.253 -4.729 5.569 -0.1 0.0 0.0 -0.0751
C 2.005 -5.287 7.413 0.2 0.1 -0.2 -0.6265
C 2.039 -6.786 7.553 -0.2 -0.1 0.1 -0.5505
Br 0.381 -7.607 6.947 0.1 0.0 0.0 -0.1534
H 1.070 -4.853 7.751 0.0 -0.1 0.0 0.3745
H 2.830 -4.835 7.960 0.0 0.0 0.0 0.2973
H 2.131 -7.068 8.600 0.0 0.0 0.0 0.3709
H 2.842 -7.242 6.984 0.0 0.0 0.0 0.3599

=====

Record 2
72
Properties=species:S:1:pos:R:3:forces:R:3:mulliken_charge:R:1 method="wB97M-V/def2-TZVPD" e_above_lowest_kcal_mol=66.5 homo_energy_ev=-13.1884 charge=+2 e_lumo_ev=-8.98
N -12.831 7.569 -6.002 0.7 -1.7 -1.9 -0.2202
H -13.561 7.132 -6.574 0.0 0.0 0.3 0.2188
H -12.692 8.497 -6.412 0.0 0.6 1.2 0.3484
H -11.919 7.018 -6.236 0.0 0.1 -0.1 0.1268
H -12.977 7.360 -5.022 -0.5 1.3 0.2 0.3848
Sr -10.295 4.642 -4.463 0.2 0.9 -1.6 1.8320
C -9.583 7.818 -7.866 0.6 0.4 1.2 -0.6589
C -9.789 6.366 -7.483 1.3 -0.5 -0.7 0.0587
O -10.546 6.101 -6.312 -0.7 -0.8 1.8 -0.9183
H -9.136 8.265 -6.965 -0.2 0.3 -0.2 0.0605
H -10.422 8.449 -8.144 -0.2 -0.3 -0.2 0.2228
H -8.782 7.904 -8.601 -0.3 -0.2 -0.3 0.1754
H -8.751 6.036 -7.299 -0.2 -0.2 0.0 0.2767
H -10.103 5.747 -8.332 -0.5 0.1 0.1 0.0017
Br -15.079 3.631 -9.036 0.2 -0.2 -0.1 -0.0803
C -13.884 5.119 -8.718 -0.8 0.7 0.3 -0.1860
C -14.170 6.221 -9.739 0.6 -0.4 0.3 -0.5835
Br -12.683 7.494 -9.783 -0.1 -0.1 0.2 -0.1461
H -12.848 4.820 -8.627 0.1 -0.2 -0.3 0.1640
H -14.243 5.481 -7.751 0.3 0.0 0.1 0.0314
H -15.028 6.790 -9.409 -0.3 0.0 -0.4 0.4115
H -14.265 5.829 -10.742 -0.1 0.1 -0.1 0.4714
Br -7.388 10.898 -2.948 0.1 -0.3 0.0 -0.1064
C -8.421 10.823 -4.578 -0.2 0.2 -0.1 -0.5819
C -9.778 10.204 -4.295 0.3 0.3 0.0 -0.4740
Br -10.942 10.594 -5.818 -0.2 -0.2 0.0 -0.1770
H -7.903 10.261 -5.351 0.2 0.0 0.2 0.3448
H -8.486 11.858 -4.902 -0.3 0.0 0.0 0.2490
H -10.268 10.624 -3.424 0.0 0.1 0.0 0.5127
H -9.698 9.124 -4.185 -0.1 0.0 -0.1 0.2670
C -4.320 6.107 -10.376 -0.9 0.0 -0.2 -0.4976
C -3.526 6.420 -11.477 -0.1 -0.1 0.6 -0.4303
C -3.947 7.368 -12.393 -0.5 -0.5 -0.7 -0.4387
C -5.237 7.872 -12.293 0.7 0.2 1.5 0.1173
C -6.049 7.577 -11.203 -0.1 -0.2 -0.5 -0.3464
C -5.605 6.669 -10.255 0.3 -0.1 -0.5 -0.0825
N -5.605 8.989 -13.140 -0.1 0.4 0.2 0.9725
O -6.475 9.744 -12.729 0.0 -0.2 -0.3 -0.5780
O -4.966 9.136 -14.147 0.0 0.2 -0.7 -0.5651
H -4.004 5.368 -9.648 0.1 0.1 -0.1 0.3559
H -2.582 5.913 -11.622 0.1 0.2 0.1 0.3835
H -3.337 7.623 -13.250 0.0 0.1 0.1 0.4186
H -7.032 8.029 -11.167 0.1 0.0 0.1 0.3843
H -6.327 6.365 -9.506 0.4 0.0 0.3 0.3048
C -10.749 2.253 -9.356 0.3 0.4 -0.1 -0.1179
C -9.438 1.854 -9.229 0.5 -1.0 -0.3 -0.4927
C -9.087 0.530 -9.533 0.4 0.7 0.4 -0.4816
C -10.067 -0.351 -9.934 0.2 0.2 0.5 0.1340
C -11.383 0.021 -9.996 -0.7 0.2 -0.3 -0.5802
C -11.711 1.342 -9.742 -0.6 0.2 0.4 -0.2265
N -9.726 -1.748 -10.202 0.9 0.1 -0.5 0.9075
O -8.568 -1.968 -10.512 -0.3 -0.1 0.2 -0.5397
O -10.608 -2.562 -10.123 -0.3 -0.4 0.1 -0.5466
H -11.002 3.299 -9.220 -0.1 0.0 0.1 0.3565
H -8.647 2.528 -8.940 0.0 0.2 0.0 0.4502
H -8.056 0.228 -9.405 -0.1 -0.2 -0.2 0.4302
H -12.125 -0.712 -10.282 0.0 0.1 0.1 0.4634
H -12.732 1.703 -9.749 -0.1 -0.3 -0.3 0.1938
C -8.032 12.185 -11.095 -0.3 0.5 -0.4 -0.3796
C -7.410 13.413 -10.912 0.5 -0.2 0.5 -0.6071
C -7.415 14.006 -9.656 -0.2 0.8 0.2 -0.5021
C -8.078 13.392 -8.613 0.1 -0.5 -0.5 0.1304
C -8.709 12.174 -8.795 -0.9 0.8 0.4 0.2430
C -8.788 11.646 -10.064 0.7 -1.1 0.2 -0.5408
N -8.082 13.955 -7.264 0.6 -0.3 0.1 0.9665
O -7.110 14.590 -6.921 -0.2 0.3 -0.1 -0.5405
O -9.017 13.664 -6.537 -0.2 0.0 0.1 -0.5974
H -7.973 11.696 -12.057 -0.1 0.0 0.0 0.4247
H -6.824 13.897 -11.680 -0.2 -0.1 -0.2 0.3882
H -6.979 14.987 -9.501 0.2 -0.2 0.0 0.4088
H -9.245 11.784 -7.938 0.0 -0.3 -0.2 0.2071
H -9.295 10.695 -10.191 0.0 0.1 -0.2 0.4244

=====

Record 3
70
Properties=species:S:1:pos:R:3:forces:R:3:nbo_charge:R:1 method="wB97M-V/def2-TZVPD" e_above_lowest_kcal_mol=42.5 homo_energy_ev="-7.0496 / -7.0495" e_lumo_ev="-2.36 / -2.37"
Pd 0.557 0.709 -0.782 -0.2 0.9 -0.5 1.0877
O 1.518 -6.066 -3.374 0.6 -1.3 -0.8 -0.6968
C 0.778 -5.428 -2.662 1.3 2.9 0.0 0.7782
O -0.207 -5.643 -1.970 -1.5 -0.9 0.9 -0.7585
C 1.173 -3.877 -2.501 -0.6 -1.9 -0.2 -0.0186
C 2.051 -3.522 -1.491 0.2 1.0 0.2 -0.2669
C 2.191 -2.175 -1.184 0.5 -1.0 0.2 0.0242
N 1.482 -1.245 -1.808 -0.5 1.2 0.4 -0.5188
C 0.698 -1.587 -2.814 -0.8 0.2 -1.0 0.1181
C 0.526 -2.903 -3.231 0.4 0.9 0.3 -0.2398
C -0.112 -0.445 -3.518 1.1 -1.8 -0.4 0.7469
O -0.173 -0.471 -4.734 -0.1 0.0 -0.3 -0.6483
O -0.634 0.370 -2.727 -0.4 1.5 1.4 -0.7654
H 2.597 -4.274 -0.942 0.1 -0.1 0.0 0.2264
H 2.905 -1.847 -0.434 -0.2 0.1 0.1 0.1825
H -0.118 -3.113 -4.073 0.0 -0.1 0.0 0.2470
C 2.181 6.404 -2.950 0.0 0.0 0.1 -0.6429
C 1.983 4.986 -2.524 -0.1 -0.2 0.0 0.0688
C 2.941 4.290 -1.795 -0.1 -0.2 -0.1 -0.2537
C 2.722 2.962 -1.467 0.5 -0.1 0.2 0.0623
N 1.621 2.309 -1.824 -1.1 -1.0 0.6 -0.4225
C 0.682 2.972 -2.505 -0.4 0.2 -0.5 0.0432
C 0.820 4.300 -2.862 0.3 -0.1 0.1 -0.2424
H 3.190 6.741 -2.730 0.0 0.1 0.0 0.2243
H 1.471 7.051 -2.435 0.0 0.1 0.0 0.2354
H 1.997 6.498 -4.019 0.0 0.1 0.0 0.2386
H 3.859 4.775 -1.495 0.1 -0.1 0.0 0.2294
H 3.465 2.400 -0.913 -0.1 0.0 0.0 0.2161
H -0.196 2.400 -2.803 0.1 -0.1 0.1 0.2728
H 0.034 4.794 -3.412 -0.1 -0.1 -0.1 0.2322
C -0.645 -4.154 0.968 0.3 -0.2 0.2 -0.4167
N -1.058 -2.902 0.372 -0.3 1.2 0.7 -0.7997
C -1.909 -3.071 -0.796 -0.2 0.1 -0.5 -0.4404
P -1.221 -1.459 1.180 0.1 -2.3 1.5 2.4636
O -1.160 -0.308 0.258 1.4 2.0 -1.7 -1.1235
N -0.031 -1.308 2.361 -0.5 -0.1 -0.8 -0.8086
C 1.272 -0.777 2.030 0.1 0.1 -0.3 -0.3870
C -0.090 -2.002 3.628 -0.1 0.1 0.1 -0.3999
N -2.689 -1.373 1.979 0.9 0.1 -0.5 -0.7984
C -3.445 -2.477 2.510 -0.1 -0.2 -0.1 -0.4001
C -3.080 -0.074 2.473 0.0 0.2 0.0 -0.4050
H -0.190 -4.763 0.185 0.0 0.0 0.0 0.2681
H -1.486 -4.719 1.385 0.0 0.0 0.0 0.1724
H 0.084 -3.977 1.754 0.1 0.0 0.1 0.1910
H -1.453 -3.813 -1.452 0.0 0.0 0.0 0.2704
H -1.985 -2.118 -1.315 -0.1 0.0 -0.1 0.2225
H -2.912 -3.415 -0.530 -0.1 0.0 0.1 0.1725
H 1.217 -0.263 1.046 0.3 -0.4 0.8 0.1826
H 2.031 -1.568 1.978 0.0 0.1 0.0 0.1931
H 1.574 -0.052 2.797 0.0 0.0 -0.1 0.1863
H -1.064 -2.465 3.749 -0.1 -0.1 0.1 0.2116
H 0.063 -1.291 4.446 0.0 -0.1 0.0 0.1915
H 0.674 -2.783 3.713 0.0 0.0 -0.1 0.1915
H -3.078 -3.407 2.088 -0.1 -0.1 0.0 0.2191
H -4.499 -2.360 2.240 0.0 -0.1 0.0 0.1999
H -3.383 -2.535 3.605 0.0 0.0 0.0 0.1785
H -2.511 0.679 1.932 -0.1 0.1 0.1 0.2197
H -2.886 0.032 3.546 0.0 0.0 0.0 0.1780
H -4.146 0.086 2.290 0.0 0.0 0.0 0.1984
Br 1.381 4.165 4.398 -0.2 -0.1 -0.3 0.0932
C 0.371 3.643 2.874 0.1 0.2 0.2 -0.1118
C -0.956 4.021 2.738 0.2 -0.2 -0.2 -0.1763
C -1.626 3.602 1.596 0.1 0.1 0.0 -0.2371
C -0.949 2.852 0.647 -0.3 0.2 -0.1 0.0546
N 0.333 2.509 0.788 -0.5 -0.9 -0.5 -0.4613
C 0.978 2.887 1.882 0.3 0.1 0.2 0.0165
H -1.444 4.620 3.493 0.0 0.0 0.0 0.2429
H -2.663 3.864 1.447 -0.1 0.0 -0.1 0.2397
H -1.436 2.511 -0.268 0.0 0.1 0.3 0.2303
H 2.017 2.599 1.965 0.0 -0.1 0.1 0.2182

=====

Number 1: energy -1065613.195 eV. Number 2: energy -326681.333 eV. Number 3: energy -127396.375 eV.